Record 1
DFT (ωB97M-V with the def2-TZVPD basis set) results for the molecule C5H7N3 in a non-equilibrium geometry.

The HOMO-LUMO gap comes out at 9.220 eV. Its HOMO energy is -0.3362 Ha. Its energy is -9764.19201 eV. The relative energy (zero: lowest compared OMol25 entry of this formula, charge and spin) comes out at 501.30 kJ/mol. As for the SMILES: [H]/N=C(N=C)\N=C/C=C.

Geometry as ORCA input:
```
! RIJCOSX wB97M-V def2-TZVPD def2/J DEFGRID3
* xyz 0 1
H 0.4915 -2.0996 -1.4634
N 0.4207 -1.0877 -1.5131
C -0.1890 -0.5562 -0.5119
N -1.1366 0.4922 -0.6488
C -1.8115 0.6308 -1.7004
N -0.5734 -1.3785 0.7001
C 0.1943 -0.9535 1.5928
C 1.2229 0.0651 1.0097
C 1.0506 1.3967 1.1096
H -1.8089 -0.0858 -2.5236
H -2.4773 1.4843 -1.7678
H 0.3994 -1.4524 2.5369
H 2.2264 -0.3521 1.0924
H 1.8869 2.0627 1.2659
H 0.1041 1.8340 0.8216
*
```

Listed below, in e, are the Löwdin charges computed for each atom:
1. H 0.0568
2. N 0.1513
3. C -0.5266
4. N 0.0339
5. C 0.0004
6. N 0.1069
7. C -0.1393
8. C -0.1866
9. C 0.0269
10. H 0.0799
11. H 0.0723
12. H 0.1100
13. H 0.1031
14. H 0.0592
15. H 0.0518

=====

Record 2
DFT (ωB97M-V with the def2-TZVPD basis set) results for a structure of composition C29H25BF4N5O2PReS4 in a non-equilibrium geometry.

As for the expectation value of S²: 0.757. The HOMO-LUMO gap (spin up / spin down) comes out at 7.692 / 6.483 eV. Its HOMO energy (spin up / spin down) is -0.2989 / -0.2937 Ha. Its energy is -108339.13132 eV. The relative energy (zero: lowest compared OMol25 entry of this formula, charge and spin) comes out at 87.69 kJ/mol.

Geometry as ORCA input:
```
! RIJCOSX wB97M-V def2-TZVPD def2/J DEFGRID3
* xyz 0 2
Re 0.5658 1.1300 -0.4944
N 0.0523 -0.7361 0.0551
C -0.5708 -1.1138 1.3144
C -0.3283 -2.3471 1.8963
C -1.0721 -2.6919 3.0119
C -2.0472 -1.8343 3.5154
C -2.2593 -0.5970 2.9309
C -1.4897 -0.2262 1.8319
P -1.4501 1.3561 0.9713
C -1.3203 2.6029 2.2813
C -1.6835 3.9225 2.0127
C -1.4689 4.9108 2.9574
C -0.8799 4.5931 4.1737
C -0.5011 3.2869 4.4403
C -0.7191 2.2918 3.4970
C -3.0879 1.5581 0.2250
C -3.3279 0.8790 -0.9703
C -4.5869 0.9077 -1.5442
C -5.6123 1.6177 -0.9319
C -5.3810 2.2833 0.2615
C -4.1222 2.2491 0.8468
H 0.9350 -1.2445 -0.0634
H -0.5785 -1.0657 -0.6940
H 0.4282 -3.0088 1.4937
H -0.8954 -3.6447 3.4929
H -2.6304 -2.1340 4.3756
H -2.9968 0.0870 3.3311
H -2.1154 4.1909 1.0565
H -1.7470 5.9319 2.7343
H -0.7073 5.3677 4.9094
H -0.0285 3.0385 5.3810
H -0.3996 1.2811 3.7131
H -2.5349 0.3276 -1.4642
H -4.7612 0.3829 -2.4735
H -6.5930 1.6507 -1.3883
H -6.1795 2.8317 0.7429
H -3.9568 2.7618 1.7847
S -0.4533 5.4745 -1.3085
C -0.0713 3.9266 -1.0289
S -0.5986 2.5242 -1.9489
S 1.0413 3.3123 0.1910
N 3.1117 -6.2775 -1.2660
C 2.4208 -5.1555 -1.6668
C 2.9160 -4.3476 -2.6962
C 2.2189 -3.2378 -3.1214
C 1.0111 -2.9037 -2.5138
C 0.4887 -3.7200 -1.5148
C 1.1885 -4.8339 -1.0918
S 0.1412 -1.4616 -2.9919
O 0.2098 -1.3108 -4.4080
O -1.1431 -1.5181 -2.3132
N 0.8907 -0.2412 -2.2205
C 2.1180 0.2438 -2.5354
N 2.3294 1.2740 -1.6877
C 3.4730 1.9460 -1.7316
C 4.4237 1.5865 -2.6628
C 4.1111 0.5204 -3.5027
N 2.9711 -0.1598 -3.4635
H 4.0876 -6.3304 -1.5000
H 2.8771 -6.6746 -0.3732
H 3.8609 -4.5998 -3.1618
H 2.6075 -2.6154 -3.9138
H -0.4747 -3.4907 -1.0795
H 0.7758 -5.4699 -0.3176
H 3.5927 2.7517 -1.0190
H 5.3675 2.1029 -2.7308
H 4.8270 0.1972 -4.2509
F 2.9895 -1.2485 -0.2210
B 3.2335 -0.5051 0.9298
F 2.0975 0.5156 0.9435
F 4.3958 0.1920 0.9039
F 3.0151 -1.2628 2.0602
*
```

Listed below, in e, are the Löwdin charges computed for each atom:
1. Re 0.9855
2. N -0.1107
3. C -0.2547
4. C 0.0033
5. C -0.0504
6. C -0.0634
7. C -0.0578
8. C -0.2870
9. P 1.0077
10. C -0.3812
11. C -0.1371
12. C -0.0610
13. C -0.0709
14. C -0.0678
15. C -0.0788
16. C -0.3429
17. C -0.1166
18. C -0.0593
19. C -0.0717
20. C -0.0712
21. C -0.0802
22. H 0.0888
23. H 0.0553
24. H 0.1197
25. H 0.1110
26. H 0.1082
27. H 0.1193
28. H 0.0956
29. H 0.1118
30. H 0.1059
31. H 0.1069
32. H 0.1079
33. H 0.0664
34. H 0.1120
35. H 0.1060
36. H 0.1059
37. H 0.1009
38. S 0.5684
39. C -1.7020
40. S 0.5612
41. S 0.5463
42. N 0.1099
43. C -0.3119
44. C -0.0146
45. C -0.0520
46. C -0.2944
47. C -0.0740
48. C -0.0257
49. S 0.6353
50. O -0.2491
51. O -0.3344
52. N -0.2079
53. C -0.4614
54. N -0.0702
55. C -0.0814
56. C -0.0221
57. C -0.0838
58. N 0.1672
59. H 0.0943
60. H 0.0934
61. H 0.1149
62. H 0.1033
63. H 0.1079
64. H 0.1126
65. H 0.1097
66. H 0.1071
67. H 0.1171
68. F 0.1388
69. B -1.2033
70. F -0.1027
71. F 0.1915
72. F 0.1565